Here is C49H62BrGeI2InN3OPSe as an isolated structure from OMol25. Energies are from ωB97M-V with the def2-TZVPD basis set.

Calculated values
Energy relative to the best compared isomer or geometry (same formula, charge and spin) ... 29.48 kJ/mol
2S+1 ... 1
Largest force on an atom ... 0.01045 hartree/bohr
E_tot ... -10323.1126 a.u.

XYZ file:
```
122
C49H62BrGeI2InN3OPSe, DFT ωB97M-V with the def2-TZVPD basis set
In 0.16 -0.28 0.68
C -5.11 2.94 -4.12
C -3.65 3.19 -4.53
C -3.52 2.89 -6.03
C -3.32 4.67 -4.30
C -2.72 2.31 -3.69
C -2.80 2.33 -2.30
C -2.00 1.48 -1.57
Br -2.23 1.47 0.32
C -1.06 0.58 -2.10
O -0.40 -0.29 -1.35
C -0.91 0.64 -3.51
C -1.76 1.47 -4.24
C 0.12 -0.18 -4.31
C -0.62 -1.28 -5.08
C 0.85 0.74 -5.31
C 1.21 -0.84 -3.47
H -5.79 3.49 -4.77
H -5.30 3.25 -3.09
H -5.35 1.87 -4.20
H -4.24 3.50 -6.58
H -3.72 1.84 -6.25
H -2.52 3.14 -6.40
H -4.01 5.31 -4.86
H -2.30 4.88 -4.63
H -3.39 4.93 -3.24
H -3.50 2.97 -1.79
H -1.66 1.45 -5.32
H -1.38 -0.86 -5.74
H -1.11 -1.97 -4.39
H 0.09 -1.85 -5.70
H 0.19 1.12 -6.09
H 1.65 0.19 -5.80
H 1.28 1.60 -4.79
H 0.82 -1.60 -2.80
H 1.74 -0.10 -2.86
H 1.93 -1.31 -4.14
I -1.15 3.14 3.66
C -0.33 2.55 5.52
I 1.29 1.18 5.45
H -1.13 2.07 6.07
H 0.02 3.44 6.02
C 2.07 -4.10 3.94
N 1.96 -4.01 2.43
C 3.16 -4.69 1.79
N 4.39 -4.16 2.30
C 4.42 -4.23 3.76
N 3.31 -3.53 4.39
C 3.38 -2.07 4.15
P 3.32 -1.56 2.36
C 1.78 -2.53 2.00
C 4.62 -2.78 1.82
H 2.03 -5.15 4.21
H 1.21 -3.57 4.36
H 1.11 -4.49 2.12
H 3.09 -4.54 0.72
H 3.08 -5.75 2.03
H 5.36 -3.81 4.11
H 4.37 -5.28 4.06
H 4.31 -1.70 4.59
H 2.56 -1.59 4.68
H 0.11 -2.97 0.83
H 1.07 -2.16 2.75
H 5.57 -2.43 2.24
H 4.73 -2.79 0.74
C 1.04 -2.41 0.69
C 1.74 -2.87 -0.55
C 1.23 -3.93 -1.30
C 1.91 -4.42 -2.41
C 3.11 -3.85 -2.80
C 3.61 -2.77 -2.09
C 2.93 -2.27 -0.99
H 0.30 -4.39 -1.00
H 1.49 -5.24 -2.98
H 3.65 -4.23 -3.67
H 4.53 -2.29 -2.41
H 3.28 -1.38 -0.49
C -7.21 -1.96 2.76
C -5.73 -1.67 2.78
C -5.14 -1.04 3.86
C -3.77 -0.78 3.91
C -3.21 -0.08 5.11
C -2.96 -1.18 2.83
Se -1.07 -0.85 3.00
C -3.54 -1.82 1.73
C -2.73 -2.26 0.54
C -4.91 -2.05 1.72
H -7.72 -1.47 3.58
H -7.40 -3.03 2.83
H -7.67 -1.62 1.82
H -5.75 -0.72 4.70
H -4.00 0.16 5.82
H -2.71 0.85 4.82
H -2.46 -0.69 5.62
H -2.23 -1.42 0.05
H -3.37 -2.74 -0.21
H -1.97 -2.98 0.84
H -5.36 -2.53 0.86
Ge 2.02 1.60 0.49
C 1.34 3.02 -0.68
C 1.72 3.06 -2.02
C 1.26 4.06 -2.87
C 0.41 5.04 -2.38
C 0.00 5.00 -1.06
C 0.45 4.00 -0.22
C 3.03 2.46 1.95
C 2.51 3.54 2.67
C 3.25 4.15 3.69
C 4.51 3.68 4.01
C 5.05 2.62 3.28
C 4.32 2.03 2.26
H 3.17 0.96 -0.34
H 2.39 2.30 -2.40
H 1.57 4.07 -3.90
H 0.06 5.83 -3.04
H -0.68 5.76 -0.68
H 0.10 3.97 0.81
H 1.53 3.93 2.45
H 2.82 4.99 4.23
H 5.09 4.15 4.80
H 6.05 2.27 3.51
H 4.76 1.23 1.69
```

Atom charges from the Löwdin analysis, given in e for atoms 1 to 99:
1 In 0.30
2 C -0.05
3 C -0.56
4 C -0.07
5 C -0.05
6 C -0.17
7 C -0.09
8 C -0.51
9 Br 0.84
10 C -0.37
11 O -0.25
12 C -0.08
13 C 0.01
14 C -0.52
15 C -0.04
16 C -0.05
17 C -0.06
18 H 0.08
19 H 0.08
20 H 0.09
21 H 0.08
22 H 0.09
23 H 0.08
24 H 0.08
25 H 0.08
26 H 0.08
27 H 0.10
28 H 0.09
29 H 0.08
30 H 0.09
31 H 0.08
32 H 0.07
33 H 0.08
34 H 0.07
35 H 0.07
36 H 0.08
37 H 0.08
38 I 0.82
39 C -1.14
40 I 0.76
41 H -0.05
42 H -0.04
43 C -0.11
44 N -0.01
45 C -0.10
46 N -0.14
47 C -0.17
48 N -0.14
49 C -0.31
50 P 1.10
51 C -0.48
52 C -0.30
53 H 0.14
54 H 0.14
55 H 0.18
56 H 0.13
57 H 0.14
58 H 0.13
59 H 0.13
60 H 0.09
61 H 0.04
62 H 0.06
63 H -0.01
64 H 0.09
65 H 0.07
66 C -0.31
67 C -0.29
68 C -0.06
69 C -0.08
70 C -0.10
71 C -0.09
72 C -0.10
73 H 0.11
74 H 0.10
75 H 0.10
76 H 0.11
77 H 0.07
78 C -0.06
79 C -0.27
80 C -0.02
81 C -0.30
82 C -0.10
83 C -0.51
84 Se 0.64
85 C -0.29
86 C -0.07
87 C -0.02
88 H 0.07
89 H 0.08
90 H 0.08
91 H 0.11
92 H 0.08
93 H 0.00
94 H 0.07
95 H 0.02
96 H 0.09
97 H 0.06
98 H 0.12
99 Ge 0.86

=====

Here is C5H10N2O in the gas phase from OMol25. Energies are from ωB97M-V with the def2-TZVPD basis set.

Calculated values
Energy relative to the best compared isomer or geometry (same formula, charge and spin) ... 360.02 kJ/mol
2S+1 ... 1
Structure (SMILES) ... C=C(C)/C(=N\C)NO
Largest force on an atom ... 0.06994 hartree/bohr
E_tot ... -381.1483 a.u.

XYZ file:
```
18
C5H10N2O, DFT ωB97M-V with the def2-TZVPD basis set
C 1.85 -0.08 0.90
C 0.97 -0.14 -0.11
C 1.30 -0.79 -1.47
C -0.51 0.19 0.00
N -1.07 1.36 -0.13
C -0.28 2.54 -0.11
N -1.41 -0.89 0.12
O -0.95 -2.00 0.89
H 2.86 -0.38 0.70
H 1.48 0.39 1.80
H 1.42 -1.89 -1.44
H 0.50 -0.57 -2.12
H 2.36 -0.30 -1.72
H -0.98 3.36 0.19
H 0.25 2.68 -1.07
H 0.51 2.55 0.70
H -2.35 -0.63 0.41
H -1.08 -2.77 0.32
```

Electronic structure analysis, Löwdin charges in units of e:
1 C 0.06
2 C -0.31
3 C -0.05
4 C -0.33
5 N 0.00
6 C -0.17
7 N -0.02
8 O -0.05
9 H 0.07
10 H 0.07
11 H 0.08
12 H 0.05
13 H 0.12
14 H 0.08
15 H 0.08
16 H 0.08
17 H 0.13
18 H 0.10

=====

Here is C25H20N2O5 in the gas phase from OMol25. Energies are from ωB97M-V with the def2-TZVPD basis set.

Calculated values
Energy relative to the best compared isomer or geometry (same formula, charge and spin) ... 232.78 kJ/mol
2S+1 ... 1
Structure (SMILES) ... COc1ccc(C)cc1-c1nc2ccc([N+](=O)[O-])cc2c(-c2ccccc2)c1CC(=O)O
Largest force on an atom ... 0.02738 hartree/bohr
E_tot ... -1450.3384 a.u.

XYZ file:
```
52
C25H20N2O5, DFT ωB97M-V with the def2-TZVPD basis set
C -0.27 2.30 2.74
O 0.78 2.59 1.84
C 0.38 3.11 0.62
C 0.68 4.43 0.32
C 0.32 4.97 -0.90
C -0.39 4.21 -1.83
C -0.79 4.82 -3.14
C -0.69 2.90 -1.53
C -0.29 2.32 -0.33
C -0.57 0.89 -0.09
N -1.83 0.53 -0.11
C -2.15 -0.76 0.10
C -3.52 -1.11 0.10
C -3.90 -2.40 0.34
C -2.91 -3.37 0.60
N -3.32 -4.73 0.87
O -4.51 -4.97 0.88
O -2.45 -5.55 1.07
C -1.57 -3.06 0.61
C -1.16 -1.75 0.34
C 0.21 -1.35 0.30
C 1.26 -2.37 0.49
C 1.40 -3.41 -0.43
C 2.38 -4.36 -0.25
C 3.23 -4.29 0.84
C 3.09 -3.27 1.76
C 2.12 -2.30 1.58
C 0.50 -0.02 0.08
C 1.91 0.47 -0.06
C 2.11 1.22 -1.36
O 2.80 2.18 -1.52
O 1.45 0.63 -2.38
H -0.98 1.59 2.31
H -0.80 3.21 3.03
H 0.20 1.86 3.62
H 1.21 5.01 1.05
H 0.57 5.99 -1.12
H 0.10 5.06 -3.73
H -1.41 4.13 -3.72
H -1.34 5.74 -2.98
H -1.22 2.28 -2.24
H -4.24 -0.34 -0.10
H -4.93 -2.70 0.34
H -0.85 -3.84 0.83
H 0.74 -3.45 -1.28
H 2.49 -5.16 -0.97
H 3.99 -5.05 0.98
H 3.75 -3.21 2.62
H 2.00 -1.50 2.30
H 2.19 1.14 0.76
H 2.61 -0.38 -0.07
H 1.61 1.12 -3.20
```

Electronic structure analysis, Löwdin charges in units of e:
1 C -0.06
2 O -0.11
3 C -0.24
4 C 0.02
5 C -0.03
6 C -0.26
7 C -0.05
8 C 0.02
9 C -0.11
10 C -0.18
11 N 0.19
12 C -0.20
13 C 0.01
14 C 0.01
15 C -0.14
16 N -0.36
17 O 0.08
18 O 0.08
19 C 0.08
20 C -0.06
21 C -0.05
22 C -0.21
23 C -0.03
24 C -0.07
25 C -0.08
26 C -0.07
27 C -0.03
28 C -0.07
29 C -0.01
30 C -0.53
31 O 0.13
32 O 0.12
33 H 0.09
34 H 0.10
35 H 0.09
36 H 0.12
37 H 0.12
38 H 0.08
39 H 0.07
40 H 0.08
41 H 0.13
42 H 0.12
43 H 0.12
44 H 0.13
45 H 0.13
46 H 0.11
47 H 0.10
48 H 0.11
49 H 0.12
50 H 0.13
51 H 0.13
52 H 0.14